A structure of composition C53H51CsN11O7PS3 in a non-equilibrium geometry. Source: OMol25; level of theory: ωB97M-V/def2-TZVPD.

## Properties
**HOMO**: -3.495 eV
**Electronic energy**: -4735.6157 hartree
**ΔE to the lowest compared entry with this formula, charge and spin**: 10.96 kcal/mol
**Multiplicity**: 1
**HOMO-LUMO gap**: 6.94 eV
**LUMO energy**: 3.45 eV
**Charge**: -2

XYZ file:
```
127
Properties=species:S:1:pos:R:3:forces:R:3
Cs -0.514290 -24.438959 8.825987 0.5283 0.2002 0.4115
C 0.053780 -20.617870 8.041823 -1.8115 -0.7333 0.2983
N -0.302820 -21.091760 9.418695 -0.9092 0.6114 -0.6307
C 0.505582 -20.382262 10.407971 -0.8679 -0.5595 -0.4039
C 1.812672 -21.100044 10.567728 -0.3444 1.9250 1.6037
N 2.066543 -22.302347 10.236405 -0.0403 -0.5053 -0.5090
C 3.331855 -22.550714 10.704611 0.7215 0.7093 0.3740
C 3.992653 -23.759130 10.754476 -0.3694 -1.1442 0.9528
C 5.108057 -23.811714 11.581760 0.0197 2.3083 -0.8693
C 5.691131 -22.637633 12.124761 -0.5861 0.1257 -0.2690
C 5.108676 -21.386996 12.012529 -1.8401 -1.7927 -1.1474
C 3.863410 -21.399624 11.341646 0.6346 0.0799 0.6551
N 2.855375 -20.459679 11.271410 -0.6130 -0.5826 -0.9943
C 1.438743 -20.975364 7.695551 -0.9216 0.8079 -0.2182
N 1.845372 -22.028243 7.087187 1.5166 -0.2601 -0.1495
C 3.268628 -21.916687 7.144136 -1.9370 0.3008 0.7621
C 4.199354 -22.856663 6.810594 1.3852 0.5584 0.1387
C 5.517574 -22.527210 7.157972 0.0096 -0.1915 0.3947
C 5.903892 -21.375755 7.884680 -0.1987 0.5603 0.0310
C 4.938729 -20.421519 8.190281 -0.4078 0.1118 0.1548
C 3.615397 -20.737745 7.829007 0.9393 0.3343 -0.1907
N 2.419384 -20.105643 8.082598 0.9697 0.4855 0.1661
H -0.027496 -19.539806 7.984345 -0.1220 0.6598 0.0580
H -0.694156 -21.004012 7.304423 0.7301 -0.0314 0.6773
H -1.326989 -20.905885 9.564612 1.3828 -0.2207 -0.2627
H -0.065826 -20.348867 11.365178 0.5047 0.0633 -0.5491
H 0.669140 -19.356663 10.026970 0.1280 0.1303 0.5875
H 3.473251 -24.680623 10.401628 0.7012 0.7811 0.0372
H 5.624628 -24.693475 11.679585 0.9905 -2.0935 0.3851
H 6.592337 -22.609878 12.702266 0.5329 -0.7406 0.1541
H 5.551194 -20.565336 12.490361 0.2967 1.2007 0.4642
H 2.801554 -19.561091 11.731112 0.0287 -0.3366 -0.1700
H 3.895152 -23.788061 6.359277 0.2429 -0.1671 -0.0437
H 6.261388 -23.249389 6.934865 0.6867 -0.5814 -0.1283
H 6.924706 -21.141088 8.289725 -0.9108 -0.7856 -0.8499
H 5.219154 -19.506973 8.751859 -0.4117 -0.6772 -0.3711
H 2.339121 -19.222007 8.584180 -0.2721 -0.7134 -0.3103
N -5.175970 -27.597935 17.023817 -0.5322 -0.6144 -0.9110
C -4.748406 -27.026308 15.826843 0.9824 0.9962 -0.6146
C -4.604514 -27.724015 14.644742 -0.0497 0.6106 -0.2376
C -4.175320 -27.046067 13.511950 0.1116 0.4189 -0.2177
C -3.896865 -25.685898 13.511364 0.6845 0.5700 0.2330
C -3.944625 -24.956923 14.715455 -0.4856 -0.4626 -1.0384
C -4.359149 -25.659163 15.799871 -0.7927 -0.5798 2.0811
S -3.345513 -24.808163 12.059822 1.9938 0.3484 -0.1917
O -3.726374 -25.635569 10.947049 -0.7523 -0.4406 -0.6590
O -3.895063 -23.471776 12.154421 -0.2035 -0.1714 -0.0310
N -1.705644 -24.813142 11.963080 -1.2893 0.5576 0.5066
C -0.974271 -23.941288 12.698069 -0.0106 -0.5246 0.7443
N 0.321889 -23.869651 12.360316 1.0795 0.4305 -0.2867
C 1.135839 -23.160420 13.139411 -0.7461 -0.5111 0.5031
C 0.735992 -22.524436 14.311851 1.3200 -0.3880 -0.7825
C -0.613577 -22.569684 14.512753 -0.5239 1.9099 1.3647
N -1.437308 -23.245206 13.762883 -1.4988 -0.0663 -0.1461
H -4.926862 -28.569685 17.117756 0.0085 0.0088 0.0827
H -4.882699 -27.053100 17.786378 0.3258 0.4790 1.2021
H -4.829911 -28.758928 14.510432 -0.1805 -0.6188 0.3395
H -4.067398 -27.635201 12.621438 0.0715 0.1619 -0.4972
H -3.751071 -23.884764 14.789444 0.1770 -0.4952 -0.3261
H -4.427066 -25.131974 16.752762 -0.0185 -0.0121 -0.0381
H 2.163909 -23.139307 12.869313 0.7774 -0.1005 -0.3823
H 1.480746 -22.081687 14.973818 -0.4539 0.1509 -0.2012
H -1.004336 -21.837556 15.300146 -0.0692 -1.4515 -0.8026
O -2.566254 -20.132573 11.868984 0.0543 -1.2428 -0.2743
H -2.616384 -21.122116 11.736609 -0.1665 1.4826 0.1537
H -2.839194 -19.726247 11.025580 0.0654 -0.3709 0.0259
O -3.346846 -24.607741 8.054676 0.0689 -0.0706 -0.9012
H -3.428405 -23.649341 8.208031 -0.0805 0.0242 0.3834
H -3.679838 -25.088016 8.811457 -0.2464 0.1014 0.6916
O 2.116894 -26.183529 12.666236 -1.1117 0.7368 -1.3766
H 2.197234 -26.708088 11.841013 0.0562 0.1458 0.5240
H 1.436411 -25.510248 12.334646 1.0053 -0.8809 0.8212
O -4.254378 -17.452500 8.571621 -0.0350 -1.4390 -0.1126
C -4.144077 -18.639382 8.267450 1.4930 0.7314 0.6760
N -4.901782 -19.236961 7.253986 -0.9419 1.3872 0.2417
C -4.643051 -20.615157 7.216317 0.6889 -2.2055 -1.5707
C -3.493801 -20.722869 8.210473 0.6891 -2.3943 0.4516
O -3.002680 -21.871247 8.441514 -0.1736 1.5542 -0.1772
N -3.195195 -19.581035 8.793580 -1.1439 1.3231 -0.5086
C -4.159813 -21.103249 5.800486 -0.0377 1.3789 0.3255
C -3.913188 -22.433123 5.541805 -0.5469 0.5257 -0.0634
C -3.484806 -22.836550 4.276517 0.2492 -1.5567 0.6946
C -3.278822 -21.922359 3.263776 -0.0339 1.6260 1.3213
C -3.426065 -20.551522 3.552000 -1.1082 0.4119 0.1573
C -3.910368 -20.160240 4.797124 0.4297 -0.1111 0.5715
C -5.831937 -21.427147 7.716446 0.5786 1.0179 0.3122
C -5.978853 -21.482262 9.124297 2.1819 -0.5695 -0.0306
C -7.145441 -21.879173 9.647862 -2.3597 -0.6341 -0.3812
C -8.227244 -22.211639 8.778955 0.9653 -0.1657 0.7867
C -8.058818 -22.193266 7.408152 -0.0158 0.4572 0.7627
C -6.850464 -21.784266 6.848050 -0.0682 0.1835 0.7294
H -5.878137 -18.966812 7.272290 0.1893 0.1822 -0.1882
H -4.168185 -23.057256 6.374285 0.3240 -0.9940 -0.1693
H -3.257002 -23.925042 4.157514 -0.3218 1.0776 -0.2038
H -2.929207 -22.201032 2.323201 0.4689 -0.6402 -1.4328
H -3.356322 -19.700905 2.850372 0.4350 -0.9925 -0.0873
H -4.013202 -19.108694 5.068292 -0.1099 -0.2270 -0.3105
H -5.120785 -21.430653 9.870495 -0.9536 0.5173 -1.4521
H -7.210845 -21.914325 10.719442 -0.3833 -0.2715 0.2767
H -9.146056 -22.596126 9.190724 -0.2588 0.1706 0.1149
H -8.931529 -22.361800 6.822100 -0.3490 -0.4292 -0.6687
H -6.741830 -21.697202 5.775699 0.1495 0.0135 -0.0014
S 3.594698 -26.857134 6.722773 -0.1127 0.9608 -0.7053
P 3.211842 -27.825000 8.375433 0.0770 0.3614 -0.4838
S 1.636001 -27.469908 9.521923 -0.2067 0.2041 0.0191
C 3.189729 -29.558914 7.877779 0.6382 -1.3497 -0.2169
C 3.874885 -30.056830 6.753045 -0.0472 0.8423 0.5923
C 4.081441 -31.414460 6.578023 0.1477 0.1098 -0.3825
C 3.646154 -32.308158 7.537650 -0.4806 -0.2150 0.2495
C 3.042024 -31.824571 8.682585 -0.9585 -0.8862 1.4400
C 2.740460 -30.466096 8.813665 0.2955 -0.7017 0.1323
C 4.732624 -27.765614 9.399566 0.1751 0.2524 0.0583
C 4.596036 -27.899470 10.779703 1.2153 0.1223 -0.9167
C 5.748376 -27.827288 11.548687 -0.4377 -0.1605 1.0513
C 7.009372 -27.654538 10.992457 -0.2043 -0.2438 1.1422
C 7.128081 -27.594447 9.608919 0.8179 1.2554 -0.0376
C 6.001885 -27.540389 8.811535 -1.3674 -0.9082 -0.7008
H 4.246217 -29.274967 6.103565 0.1535 -0.3024 -0.4075
H 4.629413 -31.804504 5.727422 -0.1466 0.1964 -0.1805
H 3.643211 -33.383031 7.370805 0.5494 0.1232 0.0703
H 2.791033 -32.568008 9.513563 0.0641 1.1908 -1.2570
H 2.183400 -30.041441 9.628360 -0.0780 -0.2717 0.5618
H 3.626323 -28.016704 11.213362 -0.2993 -0.1414 0.2161
H 5.599072 -27.911350 12.635548 0.3854 0.1618 -0.4367
H 7.835026 -27.546638 11.733007 -0.3471 -0.1761 -1.0945
H 8.105615 -27.354111 9.188098 -0.1636 -0.3100 -0.0660
H 5.987640 -27.416277 7.693787 0.3729 -0.0105 1.3097
```
Positions in Å, forces in eV/Å.


A structure of composition C53H52Cl3N2OP2SiTa. Source: OMol25; level of theory: ωB97M-V/def2-TZVPD.

## Properties
**HOMO**: -13.062 eV
**Electronic energy**: -4644.9691 hartree
**ΔE to the lowest compared entry with this formula, charge and spin**: 11.72 kcal/mol
**Multiplicity**: 1
**HOMO-LUMO gap**: 6.49 eV
**LUMO energy**: -6.57 eV
**Charge**: +2

XYZ file:
```
115
Properties=species:S:1:pos:R:3:forces:R:3
Ta 0.276474 -0.397218 -0.034376 0.2596 0.6726 -0.1633
C 1.716884 -2.148675 2.402556 -0.0867 0.0547 -0.0521
P -0.083652 -1.863475 2.217991 -0.0005 0.0410 0.0438
C -0.516586 -0.817802 3.643821 0.0929 -0.0094 0.0584
C -0.587862 0.572743 3.566199 0.0306 -0.0092 -0.0290
C -0.849033 1.330915 4.695502 -0.0173 0.0030 0.0068
C -1.028096 0.707654 5.922294 -0.0002 0.0063 0.0075
C -0.943504 -0.674315 6.015786 -0.0024 0.0087 0.0131
C -0.691147 -1.434857 4.884982 0.0003 -0.0237 -0.0304
C -0.919886 -3.432745 2.535246 -0.1130 0.0958 -0.0578
C -0.229489 -4.642069 2.548348 0.0944 -0.0139 0.0417
C -0.894348 -5.819508 2.860199 -0.0152 -0.0301 0.0168
C -2.246089 -5.794823 3.174782 0.0131 0.0134 -0.0035
C -2.936083 -4.588406 3.179677 -0.0198 -0.0046 0.0258
C -2.277972 -3.412870 2.858182 -0.0191 -0.0036 -0.0515
C 2.304736 -0.784515 2.216974 0.0828 -0.1637 0.0074
C 3.245083 -0.196338 2.989190 -0.0200 -0.0414 -0.0032
C 3.212946 1.203296 2.706207 -0.0320 0.0425 -0.0155
C 2.239705 1.412875 1.787067 0.1219 0.1646 -0.0906
C 1.751037 2.745403 1.319761 -0.0069 -0.0991 -0.0554
P 0.356153 2.643371 0.130640 0.1136 -0.0606 0.1039
C 0.914952 3.609426 -1.318574 -0.0008 -0.0214 0.0103
C -0.040127 4.245082 -2.113540 -0.0115 -0.0377 -0.0379
C 0.346274 5.019567 -3.195106 -0.0337 -0.0058 -0.0048
C 1.692627 5.177202 -3.494614 0.0208 0.0074 -0.0219
C 2.649091 4.549050 -2.711541 0.0189 -0.0127 -0.0168
C 2.263146 3.766994 -1.631153 -0.0421 -0.0331 -0.0286
C -0.805250 3.832248 0.904979 0.0522 0.0849 0.0616
C -0.376861 5.163724 0.991524 -0.0609 -0.0340 -0.0019
C -1.144012 6.108344 1.650202 -0.0155 -0.0166 0.0089
C -2.350963 5.741430 2.235326 0.0044 0.0265 -0.0023
C -2.781938 4.428241 2.157756 -0.0208 -0.0230 0.0096
C -2.012221 3.478716 1.496106 0.0146 -0.0402 0.0171
N 1.663883 0.190848 1.390465 -0.0167 -0.0218 0.2788
H 2.067087 -2.906359 1.701789 -0.0130 -0.0072 0.0352
H 1.925522 -2.513971 3.407971 -0.0091 0.0434 0.0580
H -0.420173 1.089040 2.629153 -0.0096 -0.0111 0.0050
H -0.908828 2.409165 4.615161 -0.0032 -0.0114 -0.0045
H -1.230921 1.298328 6.806038 0.0042 -0.0076 -0.0137
H -1.076058 -1.164011 6.971737 0.0040 0.0072 -0.0242
H -0.636745 -2.512413 4.973427 0.0025 -0.0038 0.0046
H 0.835019 -4.682623 2.354188 -0.0502 0.0140 0.0000
H -0.347984 -6.753727 2.878567 -0.0125 0.0172 0.0011
H -2.758666 -6.713201 3.429900 0.0047 0.0146 0.0014
H -3.987320 -4.561808 3.435873 0.0381 -0.0063 -0.0097
H -2.823910 -2.476460 2.879565 0.0087 -0.0093 0.0129
H 3.843789 -0.695555 3.736607 -0.0201 0.0325 -0.0377
H 3.806999 1.973455 3.175617 -0.0186 -0.0447 -0.0194
H 2.557297 3.354928 0.912830 0.0151 -0.0155 -0.0301
H 1.370150 3.292932 2.182650 -0.0193 0.0267 0.0136
H -1.093307 4.161683 -1.880720 0.0197 0.0260 -0.0093
H -0.406251 5.513737 -3.796754 0.0168 -0.0154 0.0241
H 1.994352 5.797729 -4.328949 -0.0048 -0.0232 0.0186
H 3.702097 4.672348 -2.932819 -0.0266 -0.0026 0.0110
H 3.033253 3.286942 -1.045736 0.0283 -0.0102 0.0213
H 0.556191 5.467898 0.533625 0.0125 -0.0019 -0.0062
H -0.802227 7.133768 1.705706 -0.0034 -0.0214 -0.0051
H -2.952165 6.482078 2.746238 0.0067 -0.0129 -0.0072
H -3.722732 4.135508 2.606900 0.0206 0.0130 -0.0097
H -2.382779 2.467078 1.437694 0.0155 0.0704 -0.0027
C -3.959309 -0.723316 -1.898376 0.0898 0.0598 -0.0172
Si -2.702787 0.350635 -1.022237 -0.1395 0.0093 0.0281
C -3.101109 2.136900 -1.387007 -0.0270 -0.0979 0.1328
C -2.715344 0.033341 0.839542 -0.0453 -0.0179 -0.0360
N -0.966251 0.036089 -1.472508 -0.3137 -0.2567 -0.1062
C -0.563762 0.591755 -2.716810 0.0713 -0.0116 -0.1604
C -1.428546 0.751272 -3.795878 -0.0156 0.1779 0.0835
C -0.983315 1.337654 -4.968239 -0.0588 -0.0272 -0.0312
C 0.325033 1.782482 -5.067152 0.0371 0.0666 -0.0715
C 1.211817 1.589080 -4.020127 0.1171 0.0405 0.0233
C 0.768176 0.950583 -2.881337 -0.1954 0.0420 -0.0499
O 1.599506 0.625381 -1.791966 -0.1612 0.0938 0.2592
C 2.984703 0.409108 -2.040864 0.0879 -0.0994 -0.0299
C 3.873257 0.733426 -1.034071 0.0072 0.1073 0.0052
C 5.224311 0.471103 -1.212390 0.0411 -0.0056 0.0200
C 5.679421 -0.113124 -2.384361 -0.0066 -0.0025 0.0098
C 4.768609 -0.445865 -3.375890 0.0250 -0.0092 -0.0132
C 3.413171 -0.195569 -3.210260 0.0028 -0.1566 -0.0910
H -4.440069 -1.417063 -1.209402 0.0064 0.0078 0.0171
H -3.529878 -1.314907 -2.708323 0.0066 0.0010 0.0479
H -4.733397 -0.076747 -2.322705 0.0563 -0.0190 0.0073
H -4.004058 2.408187 -0.829745 0.0135 -0.0157 -0.0256
H -3.311097 2.291307 -2.445522 0.0103 -0.0278 0.0175
H -2.321312 2.830968 -1.087151 -0.0181 -0.0219 0.0189
H -3.736217 0.277509 1.161039 0.0538 0.0744 0.0011
H -2.067682 0.672276 1.447315 0.0014 -0.1539 -0.0638
H -2.574206 -1.005473 1.134206 -0.0313 -0.0562 -0.0902
H -2.453566 0.411491 -3.725289 0.0377 0.0017 -0.0039
H -1.661969 1.451563 -5.803662 0.0139 0.0006 0.0388
H 0.667676 2.277034 -5.966677 -0.0068 -0.0159 0.0260
H 2.232673 1.934983 -4.099589 -0.0175 -0.0455 0.0145
H 3.540822 1.189186 -0.113877 -0.0646 -0.0291 -0.0105
H 5.917470 0.731428 -0.422756 -0.0006 -0.0119 -0.0243
H 6.733606 -0.314331 -2.521484 -0.0304 0.0068 0.0020
H 5.104097 -0.917280 -4.290516 0.0048 0.0143 0.0214
H 2.718769 -0.495177 -3.983107 0.0419 0.0691 0.1055
Cl -4.646878 -3.862804 0.350158 -0.0373 -0.0073 -0.0408
C -3.094390 -4.361906 -0.306600 0.1113 0.1006 0.0190
Cl -2.022733 -2.962148 -0.622589 -0.3070 -0.2203 -0.1913
H -3.247778 -4.849057 -1.261004 -0.0147 -0.0255 -0.0188
H -2.581653 -5.003289 0.400945 -0.0215 -0.0105 0.0513
Cl 0.580347 -2.098791 -3.973807 -0.0453 0.0707 0.0242
C 0.472932 -3.430468 -2.870381 -0.0618 -0.0595 0.0073
C -0.017132 -4.628042 -3.379142 0.0254 0.0697 -0.0262
C -0.107537 -5.743760 -2.568409 -0.0158 -0.0133 0.0463
C 0.314325 -5.658952 -1.246655 -0.0091 -0.0389 -0.0301
C 0.788502 -4.457569 -0.761743 0.0742 0.1311 0.0178
C 0.860182 -3.296706 -1.542872 -0.0359 -0.2054 0.2048
C 1.396646 -2.050988 -0.880865 0.3376 -0.2628 -0.0444
H -0.311535 -4.670507 -4.419298 0.0114 -0.0178 0.0165
H -0.480020 -6.675110 -2.974147 0.0124 0.0086 0.0117
H 0.289735 -6.529360 -0.602791 -0.0149 0.0102 -0.0221
H 1.116159 -4.402972 0.270191 0.0045 -0.0109 -0.1119
H 2.190349 -1.610115 -1.491087 -0.1183 -0.0381 -0.0552
H 1.931670 -2.439344 -0.011840 0.1195 0.2516 0.0145
```
Positions in Å, forces in eV/Å.